*P*
ORCA calculation (ωB97M-V/def2-TZVPD) on a 2-piece molecular cluster, C4H11NO3 overall.

XYZ file:
```
19
C4H11NO3 (ωB97M-V/def2-TZVPD)
C -0.7724 1.7431 1.2591
C -0.7135 0.2355 1.5046
N -0.5027 -0.6196 0.4885
C -0.1088 -0.2414 -0.9017
C -0.4624 -1.3593 -1.8863
O 0.7271 -1.9831 -2.3955
O -0.9183 -0.1026 2.6596
H -0.1376 2.3661 1.8840
H -0.6437 2.0856 0.2345
H -1.7998 1.9677 1.5474
H -0.5411 -1.6092 0.6532
H -0.6325 0.6596 -1.1723
H 0.9593 -0.2843 -0.8214
H -0.9413 -1.0052 -2.8057
H -1.1289 -2.1564 -1.5627
H 1.5448 -1.5584 -2.1417
H 1.6454 1.6262 0.5430
H 2.9043 1.7738 -0.3175
O 1.9473 1.6938 -0.3684
```

Values from the calculation:
Net charge: 0
HOMO-LUMO gap: 10.1 eV
Spin multiplicity: 1
E_LUMO: 0.5 eV

*Q*
ORCA calculation (ωB97M-V/def2-TZVPD) on a 2-piece molecular cluster, C4H11NO3 overall.

XYZ file:
```
19
C4H11NO3 (ωB97M-V/def2-TZVPD)
O -1.3559 -0.9744 -1.8375
C -0.2591 -1.1847 -1.3975
C 0.4459 -0.2870 -0.4066
C 0.2210 -0.7899 1.0135
C 1.1933 -0.1993 2.0058
O 2.5276 -0.6604 1.8000
N -0.0164 1.0962 -0.5426
H 0.2760 -2.1215 -1.6187
H 1.4930 -0.2311 -0.6832
H 0.3088 -1.8751 1.0370
H -0.8218 -0.5915 1.2703
H 1.0601 -0.5485 3.0316
H 1.1155 0.8814 2.0411
H 2.8563 -0.5935 0.8941
H -0.5768 1.2398 -1.3665
H -0.5730 1.4210 0.2311
H -2.2274 1.8816 -2.4856
H -2.8682 1.3692 -1.2240
O -2.7988 2.1676 -1.7620
```

Values from the calculation:
Net charge: 0
HOMO-LUMO gap: 10.4 eV
Spin multiplicity: 1
E_LUMO: 0.7 eV

*R*
ORCA calculation (ωB97M-V/def2-TZVPD) on a 2-piece molecular cluster, C4H11NO3 overall.

XYZ file:
```
19
C4H11NO3 (ωB97M-V/def2-TZVPD)
O -1.8297 -1.1635 0.9378
C -1.0019 -0.7926 1.6998
O -0.4783 -1.6511 2.5909
C -0.3122 0.5588 1.8157
C 0.8035 0.7905 0.7099
C 0.4121 1.0417 -0.8280
N -0.5955 2.1495 -1.0410
H -1.0257 -2.4942 2.8163
H 0.3100 0.5775 2.7308
H -0.9581 1.4586 1.9445
H 1.4265 -0.1656 0.6385
H 1.4587 1.5858 1.1726
H -0.1311 0.2633 -1.1200
H 1.2800 1.0793 -1.5370
H -0.1398 2.9996 -0.9036
H -1.3939 1.9957 -0.3349
H 2.4468 -1.2270 -3.7541
H 1.6734 -0.3374 -4.9487
O 2.2845 -0.9819 -4.7540
```

Values from the calculation:
Net charge: 0
HOMO-LUMO gap: 9.9 eV
Spin multiplicity: 1
E_LUMO: 0.5 eV

Most stable to least stable: *P*, *Q*, *R*

*P*
ORCA calculation (ωB97M-V/def2-TZVPD) on a 2-piece molecular cluster, C5H11NO overall.

XYZ file:
```
18
C5H11NO (ωB97M-V/def2-TZVPD)
C 0.5227 -2.4653 1.1095
N -1.3078 0.4342 1.5167
C -0.6315 -0.0655 0.4148
C -0.0761 -1.2985 0.2429
C -0.9390 2.0236 -0.9035
C -0.8049 0.6735 -0.9404
H -0.2089 -3.2654 1.4218
H 1.3200 -2.8740 0.4731
H 1.1832 -2.1060 1.9685
H -1.7551 -0.3288 1.9420
H -1.9738 1.2287 1.3254
H 0.2518 -1.5359 -0.7910
H 0.0048 2.3663 -0.8083
H -1.7600 2.6092 -1.3122
H -0.8973 -0.0574 -1.8297
H 3.0164 1.3411 -0.8462
H 1.6109 1.4628 -1.5221
O 2.4445 1.8574 -1.4614
```

Values from the calculation:
Net charge: 0
HOMO-LUMO gap: 7.5 eV
Spin multiplicity: 1
E_LUMO: -0.2 eV

*Q*
ORCA calculation (ωB97M-V/def2-TZVPD) on one molecule with the formula C5H11NO.

XYZ file:
```
18
C5H11NO (ωB97M-V/def2-TZVPD)
C 0.8877 -0.2314 0.3427
C -0.5298 -0.5101 -0.2960
C -1.1631 0.7729 -0.9503
C -0.2800 -1.6885 -1.1975
C 0.9639 1.1387 0.8863
N 0.6190 1.1802 2.2616
O 1.2777 2.0649 0.1754
H 1.0673 -1.0997 0.9785
H 1.7239 -0.2241 -0.4890
H -1.2388 -0.8130 0.5642
H -0.3624 1.4645 -1.0860
H -1.6216 0.4137 -1.9645
H -1.9360 1.2434 -0.3537
H 0.0191 -1.4572 -2.1567
H -1.0604 -2.4225 -1.3398
H 0.6407 -2.3811 -0.7880
H 0.7015 2.1361 2.6017
H 0.2912 0.4130 2.8114
```

Values from the calculation:
Net charge: 0
HOMO-LUMO gap: 10.8 eV
Spin multiplicity: 1
E_LUMO: 0.9 eV

Most stable to least stable: *Q*, *P*

*P*
ORCA calculation (ωB97M-V/def2-TZVPD) on one molecule with the formula C5H11NO.

XYZ file:
```
18
C5H11NO (ωB97M-V/def2-TZVPD)
C -1.9004 -0.9612 -0.5744
C -1.5652 0.1111 0.4530
N -0.1327 0.3272 0.6210
C 0.5840 0.5996 1.7518
C 0.7076 0.8726 -0.2847
C 2.0092 0.2340 -0.6929
O 1.8139 -0.8062 -1.6472
H -2.9784 -0.9705 -0.7690
H -1.6098 -1.9559 -0.2202
H -1.3855 -0.7677 -1.5217
H -2.0103 1.0706 0.1480
H -1.9654 -0.1340 1.4418
H 0.8335 1.6223 2.0011
H 0.7632 -0.1851 2.4897
H 0.2848 1.6005 -0.9910
H 2.6236 0.9829 -1.2027
H 2.5750 -0.1277 0.1727
H 1.3528 -1.5123 -1.1751
```

Values from the calculation:
Net charge: 0
HOMO-LUMO gap (alpha / beta): 8.3 / 8.3 eV
Spin multiplicity: 1
E_LUMO (alpha / beta): 0.6 / 0.6 eV

*Q*
ORCA calculation (ωB97M-V/def2-TZVPD) on C5H11NO as an isolated structure.

XYZ file:
```
18
C5H11NO (ωB97M-V/def2-TZVPD)
C 0.2547 -1.5449 -1.3772
C 0.2710 -0.6496 -0.1096
C 1.3983 0.3149 -0.2421
N -0.9298 0.1205 -0.0140
C 0.1654 1.9919 1.2253
C -1.9987 -0.5623 0.4383
O -2.0908 -1.7813 0.6023
H 0.0570 -0.9378 -2.2656
H 1.1923 -2.0944 -1.5079
H -0.5638 -2.2558 -1.2379
H 0.4264 -1.3092 0.7574
H 0.9527 1.1388 0.6002
H 2.4045 0.0173 0.0634
H 1.3819 0.9264 -1.1476
H 1.0247 2.5991 1.5172
H -0.5120 2.4797 0.5382
H -0.3244 1.5036 2.0589
H -2.8609 0.1013 0.6562
```

Values from the calculation:
Net charge: 0
HOMO-LUMO gap (alpha / beta): 6.2 / 7.3 eV
Spin multiplicity: 1
E_LUMO (alpha / beta): -1.9 / -1.3 eV

*R*
ORCA calculation (ωB97M-V/def2-TZVPD) on a 2-piece molecular cluster, C5H11NO overall.

XYZ file:
```
18
C5H11NO (ωB97M-V/def2-TZVPD)
C -1.3588 0.8599 -1.3425
N -0.4479 0.0271 -0.5816
C 0.4831 -0.8680 -1.0492
C 0.6113 -1.1950 -2.3545
C 1.8950 -0.6493 0.9605
C 1.5029 -1.3447 -0.0969
H -1.1334 1.9143 -1.1650
H -2.3904 0.6510 -1.1167
H -1.2797 0.5731 -2.3888
H -0.7182 -0.0509 0.3909
H -0.2188 -0.9607 -3.0160
H 1.4044 -1.8291 -2.7198
H 1.2770 0.1542 1.3428
H 2.8010 -0.8532 1.5163
H 2.2168 -2.0292 -0.5412
H -1.1323 2.0678 4.0815
H -2.5834 2.0131 3.8117
O -1.7598 2.2357 3.3559
```

Values from the calculation:
Net charge: 0
HOMO-LUMO gap: 8.3 eV
Spin multiplicity: 1
E_LUMO: 0.7 eV

*S*
ORCA calculation (ωB97M-V/def2-TZVPD) on a 2-piece molecular cluster, C5H11NO overall.

XYZ file:
```
18
C5H11NO (ωB97M-V/def2-TZVPD)
C -2.5221 -0.6883 -0.9508
N -1.1409 -0.3513 -0.6950
C -0.6111 -0.7551 0.4141
O -0.9437 -1.4177 1.4234
C 0.8241 -0.3478 0.6209
C 1.4216 0.7382 -1.0981
C 1.1151 0.6551 1.6857
H -2.6131 -1.2378 -1.8957
H -3.1278 0.2223 -1.0398
H -2.9387 -1.3059 -0.1440
H 0.3155 0.3004 -1.0003
H 1.5383 -1.1656 0.5231
H 1.3376 1.8110 -0.9134
H 1.4843 0.5276 -2.1737
H 2.3675 0.3759 -0.6900
H 2.1707 0.9307 1.7377
H 0.4900 1.5448 1.5719
H 0.8328 0.1636 2.6241
```

Values from the calculation:
Net charge: 0
HOMO-LUMO gap: 8.5 eV
Spin multiplicity: 1
E_LUMO: -0.1 eV

Most stable to least stable: *R*, *P*, *S*, *Q*

*P*
ORCA calculation (ωB97M-V/def2-TZVPD) on a 2-piece molecular cluster, C5H11NO overall.

XYZ file:
```
18
C5H11NO (ωB97M-V/def2-TZVPD)
C -0.0748 -0.1002 1.6270
N -0.0407 2.2275 0.2280
C -0.5859 1.0640 -0.3483
C -0.7287 -0.1524 0.2979
C -1.3270 -1.3305 -0.2569
C -1.3470 -1.6523 -1.6363
H 0.1895 -1.1726 1.8424
H 0.7661 0.5688 1.5528
H -0.8183 -0.1234 2.4900
H 0.8991 2.0664 0.7705
H -0.6445 2.9915 0.7011
H -1.1632 1.1235 -1.3113
H -1.8126 -2.0700 0.3832
H -1.3290 -0.9180 -2.3839
H -1.9579 -2.5899 -1.8893
H 2.1699 -0.1993 0.0660
H 3.3950 -0.3993 -1.0493
O 3.1213 -0.2302 -0.1086
```

Values from the calculation:
Net charge: 0
HOMO-LUMO gap: 8.6 eV
Spin multiplicity: 1
E_LUMO: 0.6 eV

*Q*
ORCA calculation (ωB97M-V/def2-TZVPD) on one molecule with the formula C5H11NO.

XYZ file:
```
18
C5H11NO (ωB97M-V/def2-TZVPD)
C 3.2134 1.0034 -0.7123
O 1.7895 1.1601 -0.6580
C 1.1180 0.0628 -0.4377
C -0.7665 -1.3318 1.1697
N -1.1669 -0.7101 -0.0787
C -2.5717 -0.3631 -0.0722
C -0.3404 0.4465 -0.3639
H 3.5586 1.3490 -1.6889
H 3.4533 -0.0504 -0.5562
H 3.6440 1.6258 0.0754
H 0.3003 -1.5643 1.1166
H -1.3223 -2.2630 1.3193
H -0.9399 -0.6748 2.0461
H -2.8256 0.3928 0.6982
H -3.1722 -1.2582 0.1234
H -2.8657 0.0368 -1.0495
H -0.4643 1.2528 0.3963
H -0.6414 0.8858 -1.3276
```

Values from the calculation:
Net charge: 0
HOMO-LUMO gap: 9.4 eV
Spin multiplicity: 1
E_LUMO: 1.1 eV

Most stable to least stable: *P*, *Q*

*P*
ORCA calculation (ωB97M-V/def2-TZVPD) on a 2-piece molecular cluster, C9H14S overall.

XYZ file:
```
24
C9H14S (ωB97M-V/def2-TZVPD)
C 1.2897 2.9354 -1.7743
C 1.1249 0.4210 -1.3037
C 1.2433 1.7322 -0.8676
C 1.3283 -0.6400 -0.4282
C 1.3956 -0.4569 0.9317
C 1.4696 1.9152 0.5028
C 1.4858 0.8644 1.3998
H 0.9990 0.1726 -2.3641
H 1.2686 -1.6645 -0.7728
H 1.8833 3.8714 -1.4796
H 0.4059 3.3524 -2.2516
H 1.5124 -1.3444 1.4983
H 1.5023 2.9082 0.9337
H 1.5351 1.1699 2.4876
H 1.7460 2.5584 -2.7326
C -2.8348 -2.3200 1.0360
C -2.2713 -1.0853 0.3535
S -1.7644 -3.6866 0.4565
H -2.8490 -2.2911 2.1120
H -3.8111 -2.7096 0.7768
H -1.3898 -1.3350 -0.2587
H -0.4708 -3.4071 0.9551
H -1.8476 -0.4041 1.1004
H -2.9512 -0.5566 -0.3109
```

Values from the calculation:
Net charge: 0
HOMO-LUMO gap: 9.6 eV
Spin multiplicity: 1
E_LUMO: 0.8 eV

*Q*
ORCA calculation (ωB97M-V/def2-TZVPD) on a 2-piece molecular cluster, C9H14S overall.

XYZ file:
```
24
C9H14S (ωB97M-V/def2-TZVPD)
C -1.7893 0.9849 1.1735
C -0.9074 0.7690 -2.5125
C 0.1433 1.6694 -2.5887
C -1.6002 0.5595 -1.3233
C -1.1364 1.2048 -0.1850
C 0.5641 2.3378 -1.4440
C -0.1480 2.1810 -0.2606
H -1.1203 0.1899 -3.3908
H 0.6504 1.8155 -3.5327
H -2.2813 -0.2755 -1.2552
H 1.3643 3.0605 -1.5691
H -1.9875 1.9420 1.6193
H -1.0501 0.4927 1.8096
H 0.1600 2.7583 0.6014
H -2.7249 0.4375 1.0785
C 2.4177 -1.3313 1.3780
C 0.0030 -2.4814 0.4356
S 0.9289 -2.1808 1.9875
H 3.1514 -2.0926 1.1397
H 2.1516 -0.6950 0.5333
H 2.7592 -0.6477 2.1540
H -0.9825 -2.0612 0.6253
H -0.1238 -3.5505 0.2624
H 0.5465 -2.0470 -0.3814
```

Values from the calculation:
Net charge: 0
HOMO-LUMO gap: 9.3 eV
Spin multiplicity: 1
E_LUMO: 0.9 eV

Most stable to least stable: *Q*, *P*

*P*
ORCA calculation (ωB97M-V/def2-TZVPD) on a 2-piece molecular cluster, CH6OS2 overall.

XYZ file:
```
10
CH6OS2 (ωB97M-V/def2-TZVPD)
S 1.3630 -0.8166 2.5388
S -0.4802 -1.1432 1.5290
C -0.8071 0.6188 1.0787
H 2.1462 -0.6953 1.4460
H -1.7533 0.7101 0.5191
H -0.0097 1.1213 0.5057
H -0.9207 1.1325 2.0481
O 0.3245 -0.5782 -3.4657
H -0.4964 -0.6838 -2.9335
H 0.6337 0.3344 -3.2663
```

Values from the calculation:
Net charge: 0
HOMO-LUMO gap: 9.5 eV
Spin multiplicity: 1
E_LUMO: 0.3 eV

*Q*
ORCA calculation (ωB97M-V/def2-TZVPD) on a 2-piece molecular cluster, CH6OS2 overall.

XYZ file:
```
10
CH6OS2 (ωB97M-V/def2-TZVPD)
S -2.7858 -0.3688 -0.5285
S -0.7874 -0.3111 0.0328
H -3.2408 0.5294 0.3539
H -0.5740 1.0110 0.0936
C 3.6563 0.0332 0.5711
O 3.1802 1.3198 0.2576
H 2.9030 -0.6205 1.0226
H 4.0274 -0.5171 -0.2940
H 4.4913 0.1293 1.2499
H 3.0544 1.4574 -0.6875
```

Values from the calculation:
Net charge: 0
HOMO-LUMO gap: 9.3 eV
Spin multiplicity: 1
E_LUMO: 0.4 eV

Most stable to least stable: *P*, *Q*